Entry 1:
The following is a quantum chemistry calculation of a structure of composition C48H53N3O2PdSe, from the Open Molecules 2025 dataset.

Structure (ORCA input):
```
! wB97M-V def2-TZVPD RIJCOSX def2/J DEFGRID3
* xyz -2 1
Pd 0.2001 0.2400 -0.3418
C 1.9989 4.1004 -3.9464
C 2.1437 2.8152 -3.1308
C 3.5997 2.5446 -2.7482
C 1.5468 1.6295 -3.8613
C 2.1165 1.2020 -5.0557
C 1.6355 0.0851 -5.7167
C 0.5738 -0.6219 -5.1775
C -0.0225 -0.2275 -3.9856
C -1.1821 -1.0250 -3.4225
C -0.8478 -2.5072 -3.2535
C -2.4307 -0.8210 -4.2854
C 0.4687 0.9114 -3.3369
N -0.0780 1.2726 -2.0739
C -0.8256 2.3838 -1.9946
O -1.0983 3.1862 -2.8919
C -1.3779 2.6013 -0.6003
C -2.1152 3.7019 -0.2102
C -2.5447 3.7684 1.1129
C -2.2240 2.7542 2.0032
C -1.4780 1.6832 1.5364
N -1.1024 1.6327 0.2710
C -1.0269 0.5107 2.3758
O -1.4316 0.4528 3.5447
N -0.2572 -0.3508 1.7035
C 0.0606 -1.5409 2.4264
C -0.8512 -2.6067 2.4047
C -0.5082 -3.7844 3.0538
C 0.7012 -3.9067 3.7190
C 1.5692 -2.8317 3.7676
C 1.2614 -1.6343 3.1296
C 2.2183 -0.4613 3.1697
C 2.8919 -0.2904 4.5314
C 3.2639 -0.5815 2.0593
C -2.1882 -2.4393 1.7011
C -3.2557 -3.4178 2.1857
C -2.0596 -2.5297 0.1750
H 2.4215 4.9506 -3.4026
H 0.9457 4.2997 -4.1456
H 2.5272 4.0178 -4.9009
H 1.5904 2.9445 -2.2016
H 4.2313 2.4368 -3.6347
H 3.6691 1.6259 -2.1636
H 3.9977 3.3689 -2.1495
H 2.9628 1.7438 -5.4649
H 2.1020 -0.2483 -6.6364
H 0.2101 -1.5090 -5.6835
H -1.4007 -0.6288 -2.4307
H -0.5176 -2.9562 -4.1944
H -1.7319 -3.0540 -2.9146
H -0.0620 -2.6538 -2.5097
H -2.2682 -1.1978 -5.2998
H -2.6862 0.2384 -4.3586
H -3.2823 -1.3569 -3.8574
H -2.3283 4.4663 -0.9443
H -3.1233 4.6203 1.4500
H -2.5210 2.7548 3.0425
H -1.1784 -4.6346 3.0266
H 0.9722 -4.8507 4.1774
H 2.5086 -2.9309 4.2996
H 1.6273 0.4383 2.9828
H 3.6152 -1.0871 4.7232
H 2.1577 -0.2946 5.3397
H 3.4370 0.6572 4.5629
H 3.8606 -1.4879 2.1946
H 3.9386 0.2816 2.0704
H 2.8016 -0.6532 1.0753
H -2.5435 -1.4368 1.9533
H -3.0140 -4.4448 1.9001
H -4.2174 -3.1698 1.7280
H -3.3705 -3.3827 3.2712
H -1.9256 -3.5650 -0.1431
H -1.1966 -1.9757 -0.1912
H -2.9610 -2.1351 -0.3080
C 2.0982 -9.2147 3.3932
C 1.9922 -7.9464 2.5859
C 0.8698 -7.6627 1.8198
C 0.7558 -6.4914 1.0750
C -0.4954 -6.2436 0.2852
C 1.7937 -5.5345 1.0700
Se 1.6820 -3.9161 0.0762
C 2.9371 -5.8249 1.8536
C 4.0756 -4.8479 1.9104
C 3.0165 -7.0046 2.5827
H 1.2501 -9.8733 3.1941
H 2.1132 -9.0139 4.4693
H 3.0118 -9.7692 3.1584
H 0.0465 -8.3747 1.8032
H -1.2209 -7.0492 0.4343
H -0.2725 -6.1425 -0.7802
H -0.9393 -5.2921 0.5826
H 3.7119 -3.8663 2.2222
H 4.5084 -4.6968 0.9186
H 4.8509 -5.1918 2.6020
H 3.9104 -7.1915 3.1756
C 1.6682 -0.7529 -1.1834
C 2.4442 -1.3430 -1.9070
C 3.3725 -2.0232 -2.7587
C 4.5246 -1.3803 -3.2234
C 5.4110 -2.0301 -4.0686
C 5.1656 -3.3373 -4.4681
C 4.0263 -3.9864 -4.0071
C 3.1371 -3.3430 -3.1615
H 4.7103 -0.3589 -2.9171
H 6.2967 -1.5109 -4.4178
H 5.8603 -3.8487 -5.1249
H 3.8300 -5.0112 -4.3011
H 2.2631 -3.8518 -2.7764
*
```

- E: -4705.0666 hartree

***

Entry 2:
The following is a quantum chemistry calculation of a structure of composition C8H7N5O at a distorted geometry, from the Open Molecules 2025 dataset.

Structure (ORCA input):
```
! wB97M-V def2-TZVPD RIJCOSX def2/J DEFGRID3
* xyz 0 1
C 2.4691 0.0219 -1.1676
C 2.3624 1.4599 -1.0742
C 1.3872 -0.8133 -1.0464
C 1.1624 2.1312 -0.7296
C 0.1382 -0.0631 -0.9925
C 0.0945 1.2776 -0.6386
C -1.7582 -1.0484 0.2266
C -1.2982 -0.0873 -0.7845
N -2.1548 -2.2703 -0.0568
N -2.2782 -2.8546 1.1200
N -1.9796 -2.0990 2.0661
N -1.6250 -0.9021 1.5555
N -1.2080 0.2233 2.2570
O -1.2219 1.2846 -0.3836
H 3.5832 -0.4004 -1.1041
H 3.2276 2.1718 -1.0681
H 1.4387 -1.8646 -0.8034
H 1.1557 3.2056 -0.5219
H -1.8520 -0.1815 -1.7711
H -0.6114 0.7761 1.7110
H -1.0317 0.0326 3.2062
*
```

- E: -657.9068 hartree

***

Entry 3:
The following is a quantum chemistry calculation of the molecule CH5FN4 at a distorted geometry, from the Open Molecules 2025 dataset.

Structure (ORCA input):
```
! wB97M-V def2-TZVPD RIJCOSX def2/J DEFGRID3
* xyz 0 1
H 0.0673 1.7499 0.1197
N 0.9574 1.3588 -0.1665
C 0.7360 0.1066 -0.0033
N 1.6548 -0.9218 -0.1169
N -0.5303 -0.3198 0.3837
N -1.6644 0.8079 -0.0984
F -1.1427 -1.6008 -0.0058
H 2.5893 -0.5598 -0.1562
H 1.6737 -1.7303 0.5445
H -2.0128 0.6291 -1.0262
H -2.3282 0.4803 0.5255
*
```

- E: -359.8490 hartree
- SMILES: [H]/N=C(/N)N(N)F

***

Entry 4:
The following is a quantum chemistry calculation of a cluster of 2 separate species, C35H40NOSi in total at a distorted geometry, from the Open Molecules 2025 dataset.

Structure (ORCA input):
```
! wB97M-V def2-TZVPD RIJCOSX def2/J DEFGRID3
* xyz 1 1
C 3.3929 2.6214 0.7112
Si 4.0192 1.0893 -0.1346
C 4.2657 1.3267 -1.9539
C 5.5361 0.4252 0.7123
O 2.8750 -0.0844 0.0988
C 1.6863 -0.6012 -0.4675
C 0.9032 0.5004 -1.1888
C 0.7764 0.5393 -2.5797
C -0.0651 1.4979 -3.1589
C -0.7043 2.4440 -2.3612
C -0.4530 2.4896 -0.9858
C 0.4126 1.5543 -0.4115
C 2.0230 -1.8368 -1.3396
C 3.2775 -2.4423 -1.2491
C 3.6116 -3.4859 -2.1158
C 2.6716 -3.9574 -3.0313
C 1.3738 -3.4397 -3.0292
C 1.0442 -2.3830 -2.1740
C 0.8840 -1.1134 0.7584
C 1.6156 -2.2348 1.5319
C 0.8842 -3.5305 1.2120
C -0.5223 -3.0981 0.7748
N -0.3937 -1.7023 0.3931
C -1.5023 -0.9606 0.1262
C -2.7663 -1.4736 0.1909
C -3.9819 -0.8040 -0.2072
C -5.1594 -1.5621 -0.4473
C -6.3929 -0.9355 -0.5705
C -6.4908 0.4589 -0.4261
C -5.3218 1.2217 -0.2907
C -4.0691 0.6051 -0.2974
H 4.1825 3.3865 0.6959
H 2.5028 3.0342 0.2197
H 3.1365 2.4038 1.7571
H 5.1989 1.8876 -2.1070
H 4.3424 0.3655 -2.4775
H 3.4370 1.8945 -2.3947
H 6.3189 1.1971 0.6944
H 5.3205 0.1682 1.7587
H 5.9211 -0.4742 0.2128
H 1.3286 -0.1686 -3.2041
H -0.2085 1.4891 -4.2405
H -1.3817 3.1757 -2.8051
H -0.9047 3.2571 -0.3542
H 0.6785 1.6297 0.6499
H 3.9991 -2.0891 -0.5093
H 4.6068 -3.9252 -2.0491
H 2.9425 -4.7459 -3.7339
H 0.6097 -3.8391 -3.6959
H 0.0365 -1.9566 -2.1704
H 0.6874 -0.2586 1.4316
H 2.6896 -2.2866 1.3377
H 1.4720 -2.0127 2.5974
H 1.3686 -4.0794 0.3929
H 0.8352 -4.1936 2.0826
H -0.8975 -3.6974 -0.0697
H -1.2240 -3.2145 1.6182
H -1.3450 0.0749 -0.1723
H -2.8632 -2.5448 0.3829
H -5.0674 -2.6503 -0.5123
H -7.2879 -1.5345 -0.7508
H -7.4708 0.9389 -0.4411
H -5.3841 2.3029 -0.1557
H -3.1424 1.1847 -0.2759
C -2.1278 0.8420 2.5126
C -3.3104 1.5765 2.4944
C -3.5032 2.9245 2.7777
C -2.5499 3.9232 2.9290
C -1.1735 3.8170 2.7540
C -0.4083 2.6544 2.7492
C -0.8472 1.3313 2.7766
H -2.2205 -0.2409 2.4308
H -4.2298 1.0166 2.2875
H -4.5481 3.2391 2.8633
H -2.9354 4.9224 3.1607
H -0.6226 4.7617 2.6766
H 0.6818 2.7903 2.7630
H -0.0728 0.5943 3.0228
*
```

- E: -1776.9545 hartree

***

HOMO readings, ordered: -0.76, -9.17, -9.38, -9.66 eV
Relative energy (zero: lowest compared OMol25 entry of this formula, charge and spin) readings, ordered: 0.0, 145.4, 117.6, 62.4 kJ/mol
Orbital gap readings, ordered: 0.18296, 0.35259, 0.36912, 0.17103 Ha